*a*
CH6N3O as an isolated structure. Source: the OMol25 dataset; level of theory: wB97M-V/def2-TZVPD.

XYZ file:
```
11
CH6N3O | the OMol25 dataset | wB97M-V/def2-TZVPD
O 1.741 1.166 -0.220
N 0.095 -0.791 0.157
N 1.648 0.134 0.312
N -0.982 1.340 0.236
C -0.915 -0.051 0.182
H 0.316 -1.725 0.447
H -1.832 -0.620 0.372
H -0.252 1.736 -0.423
H 1.176 0.039 1.261
H 2.146 -0.748 0.129
H -1.985 1.501 0.329
```

Its charge is +1. For the HOMO-LUMO gap, the calculation gives 10.66 eV.

Atomic partial charges in e from the Mulliken method, atoms 1 to 8: -0.465 -0.441 0.235 -0.415 0.119 0.312 0.364 0.305

***

*b*
A 2-piece molecular cluster, CH6N3O overall. Source: the OMol25 dataset; level of theory: wB97M-V/def2-TZVPD.

XYZ file:
```
11
CH6N3O | the OMol25 dataset | wB97M-V/def2-TZVPD
O -0.680 0.405 -0.299
N 1.158 -1.049 0.154
N 2.411 0.934 -0.328
N -2.049 0.221 0.081
C 1.802 -0.028 -0.153
H -2.044 -0.479 0.742
H -2.713 -0.204 -0.683
H 1.258 -1.673 0.914
H 3.137 1.474 -0.797
H -2.429 1.014 0.544
H 0.148 -0.616 -0.176
```

Its charge is +1. For the HOMO-LUMO gap, the calculation gives 11.34 eV.

Atomic partial charges in e from the Mulliken method, atoms 1 to 8: -0.588 -0.389 -0.128 -0.242 0.320 0.294 0.376 0.282

***

Which one is most stable, and which one is least stable? *b* is the most stable of them, while *a* is the least stable.

***

*a*
A 2-piece molecular cluster, CH3N2O2 overall. Source: the OMol25 dataset; level of theory: wB97M-V/def2-TZVPD.

XYZ file:
```
8
CH3N2O2 | the OMol25 dataset | wB97M-V/def2-TZVPD
O 3.020 -0.063 1.123
O 2.130 0.469 -0.884
N 0.267 -0.036 0.962
N -0.579 -0.008 -0.181
C 2.222 0.215 0.279
H 0.344 -0.993 1.071
H 0.144 0.059 -0.876
H -0.957 0.919 -0.255
```

Its charge is -1. For the HOMO-LUMO gap, the calculation gives 7.32 eV.

The Mulliken scheme yields these atomic charges, measured in e: -0.555 -0.568 -0.579 -0.563 0.582 0.200 0.262 0.222

***

*b*
An isolated ion of composition CH3N2O2 and charge -1. Source: the OMol25 dataset; level of theory: wB97M-V/def2-TZVPD.

XYZ file:
```
8
CH3N2O2 | the OMol25 dataset | wB97M-V/def2-TZVPD
O -2.510 -0.442 -0.009
O -1.168 1.245 0.245
N -1.349 0.031 0.019
N -0.412 -0.819 -0.134
C 1.167 -0.146 -0.044
H 1.238 0.274 0.900
H 1.150 0.690 -0.651
H 1.885 -0.832 -0.326
```

Its charge is -1. For the HOMO-LUMO gap, the calculation gives 8.21 eV. Its SMILES is CN=[N+]([O-])[O-].

The Mulliken scheme yields these atomic charges, measured in e: -0.777 -0.729 1.102 -0.669 -0.773 0.256 0.271 0.320

***

Which one is most stable, and which one is least stable? *a* is the most stable of them, while *b* is the least stable.

***

*a*
A 2-piece molecular cluster, C3H10N2S overall. Source: the OMol25 dataset; level of theory: wB97M-V/def2-TZVPD.

XYZ file:
```
16
C3H10N2S | the OMol25 dataset | wB97M-V/def2-TZVPD
S 2.619 1.404 0.204
N -1.873 1.252 0.436
N -0.503 -0.831 -0.587
C 0.282 0.246 -0.635
C -0.412 1.404 0.222
C 1.672 -0.069 0.168
H -2.045 0.290 0.198
H -2.305 1.816 -0.289
H 0.546 0.665 -1.608
H 1.345 -0.401 1.153
H 0.121 1.340 1.174
H -0.703 -1.193 -1.521
H -0.121 2.383 -0.177
H 2.279 -0.828 -0.317
H -0.316 -3.391 0.762
H -0.586 -4.086 0.817
```

For the HOMO-LUMO gap, the calculation gives 5.59 eV.

Atomic partial charges in e from the Mulliken method, atoms 1 to 8: -0.154 -0.658 -0.587 0.266 -0.667 -0.863 0.301 0.273

***

*b*
The molecule C3H10N2S. Source: the OMol25 dataset; level of theory: wB97M-V/def2-TZVPD.

XYZ file:
```
16
C3H10N2S | the OMol25 dataset | wB97M-V/def2-TZVPD
S 0.547 0.155 -2.245
N -1.433 -0.558 2.482
N 0.091 1.521 0.649
C 0.660 -0.547 -0.628
C -0.202 -0.645 1.731
C -0.267 0.147 0.377
H -1.289 0.110 0.004
H 0.140 -1.658 1.517
H 1.056 1.662 0.847
H -0.318 2.343 0.215
H 0.633 -0.160 2.242
H -1.748 -1.468 2.803
H 1.693 -0.635 -0.285
H 0.301 -1.584 -0.565
H -2.142 -0.049 1.974
H 1.076 -0.794 -3.026
```

For the HOMO-LUMO gap, the calculation gives 9.60 eV. Its SMILES is NC[C@@H](N)CS.

Atomic partial charges in e from the Mulliken method, atoms 1 to 8: -0.268 -0.528 -0.502 -0.710 -0.513 -0.159 0.416 0.366

***

Which one is most stable, and which one is least stable? *b* is the most stable of them, while *a* is the least stable.

***

*a*
The molecule C3H10N2S. Source: the OMol25 dataset; level of theory: wB97M-V/def2-TZVPD.

XYZ file:
```
16
C3H10N2S | the OMol25 dataset | wB97M-V/def2-TZVPD
S -1.714 -0.100 -1.437
N 1.350 -0.803 -1.798
N 0.357 0.721 1.838
C -0.802 0.444 1.096
C -0.369 0.227 -0.303
C 0.796 -0.777 -0.526
H 1.735 -0.434 0.007
H 0.623 -0.492 -2.515
H -2.298 -1.113 -0.518
H 0.547 -1.772 -0.251
H 0.042 1.162 -0.756
H -1.552 1.419 0.736
H 0.162 1.813 1.953
H 0.116 0.269 2.836
H -1.404 -0.456 1.464
H 2.412 -0.109 -1.827
```

For the HOMO-LUMO gap, the calculation gives 9.50 eV. Its SMILES is NCC(S)CN.

Atomic partial charges in e from the Mulliken method, atoms 1 to 8: -0.154 -0.572 -0.556 -0.596 -0.224 -0.496 0.311 0.237

***

*b*
The molecule C3H10N2S. Source: the OMol25 dataset; level of theory: wB97M-V/def2-TZVPD.

XYZ file:
```
16
C3H10N2S | the OMol25 dataset | wB97M-V/def2-TZVPD
S -2.167 -1.511 -1.284
N 2.299 0.344 0.810
N -0.768 0.206 1.332
C 1.265 0.675 -0.169
C -0.064 -0.241 0.084
C -0.933 -0.209 -1.199
H 2.202 0.552 1.826
H 0.056 -1.298 0.169
H -2.778 -1.120 -0.172
H 1.460 0.365 -1.241
H 2.634 -0.662 0.741
H -0.254 -0.222 -2.138
H -1.256 1.099 1.141
H 1.068 1.802 -0.201
H -1.341 0.725 -1.333
H -1.423 -0.506 1.634
```

For the HOMO-LUMO gap, the calculation gives 9.48 eV. Its SMILES is NC[C@@H](N)CS.

Atomic partial charges in e from the Mulliken method, atoms 1 to 8: -0.199 -0.575 -0.585 -0.603 -0.045 -0.795 0.254 0.392

***

Which one is most stable, and which one is least stable? *b* is the most stable of them, while *a* is the least stable.

***

*a*
A 2-piece molecular cluster, C3H10N2S overall. Source: the OMol25 dataset; level of theory: wB97M-V/def2-TZVPD.

XYZ file:
```
16
C3H10N2S | the OMol25 dataset | wB97M-V/def2-TZVPD
S -0.769 0.192 -0.382
N 2.101 -2.839 1.566
N -0.357 1.611 -1.287
C -2.557 0.617 -0.148
C 0.049 2.786 -0.475
C 2.518 -3.893 0.973
H 3.484 -4.161 1.187
H -0.734 3.470 -0.381
H 1.260 -2.347 1.405
H 1.987 -4.519 0.235
H -2.595 1.644 -0.477
H 0.318 2.515 0.543
H -2.890 0.489 0.826
H 0.891 3.195 -1.017
H -3.100 -0.055 -0.776
H 0.393 1.294 -1.792
```

For the HOMO-LUMO gap, the calculation gives 9.27 eV. Its SMILES is CNSC.C=N.

Atomic partial charges in e from the Mulliken method, atoms 1 to 8: -0.044 -0.527 -0.450 -0.713 -0.781 -0.207 0.256 0.248

***

*b*
A 2-piece molecular cluster, C3H10N2S overall. Source: the OMol25 dataset; level of theory: wB97M-V/def2-TZVPD.

XYZ file:
```
16
C3H10N2S | the OMol25 dataset | wB97M-V/def2-TZVPD
S -0.921 0.925 1.502
N 2.864 -0.539 -1.021
N 1.265 1.018 -1.847
C 1.998 -0.210 -2.015
C -2.551 -1.133 0.409
C -1.613 -0.734 1.508
H -2.122 -1.025 -0.643
H -2.828 -2.195 0.471
H -2.128 -0.937 2.487
H 1.884 -0.851 -3.010
H 3.634 -1.273 -1.035
H -0.751 -1.553 1.559
H 0.500 1.129 -2.505
H -3.547 -0.593 0.421
H 1.321 1.652 -0.993
H 2.860 -0.045 -0.126
```

For the HOMO-LUMO gap, the calculation gives 4.15 eV.

Atomic partial charges in e from the Mulliken method, atoms 1 to 8: -0.625 -0.375 -0.368 0.302 -0.896 -0.458 0.186 0.321

***

Which one is most stable, and which one is least stable? *a* is the most stable of them, while *b* is the least stable.

***

*a*
A 3-piece molecular cluster, C5H10NO2 overall. Source: the OMol25 dataset; level of theory: wB97M-V/def2-TZVPD.

XYZ file:
```
18
C5H10NO2 | the OMol25 dataset | wB97M-V/def2-TZVPD
O 1.777 -0.427 1.106
O -0.235 0.948 -3.083
N -0.276 1.942 -0.522
C -0.962 -0.984 1.333
C 1.149 -0.168 0.124
C 0.173 1.182 0.419
C -0.456 -2.144 1.738
C -0.485 -0.303 0.095
H -0.118 1.135 -2.129
H -0.318 -1.512 -0.881
H 1.751 -0.084 -0.789
H -1.555 -0.420 2.058
H 0.361 1.529 -3.567
H 0.573 1.684 1.304
H -1.240 0.025 -0.601
H 0.418 -2.603 1.290
H -0.834 -2.613 2.633
H 0.277 2.814 -0.527
```

Its charge is +1. For the HOMO-LUMO gap, the calculation gives 7.78 eV.

Atomic partial charges in e from the Mulliken method, atoms 1 to 8: -0.340 -0.644 -0.524 -0.472 0.203 0.016 -0.723 -0.577

***

*b*
An isolated ion of composition C5H10NO2 and charge +1. Source: the OMol25 dataset; level of theory: wB97M-V/def2-TZVPD.

XYZ file:
```
18
C5H10NO2 | the OMol25 dataset | wB97M-V/def2-TZVPD
O -0.779 -0.818 1.148
O -0.087 1.944 0.934
N -0.150 -0.606 0.000
C -1.166 1.421 0.173
C 0.229 -1.912 -0.609
C 1.005 1.340 1.028
C 1.210 0.000 0.388
C -0.830 0.389 -0.824
H -0.597 -2.367 -1.290
H -1.877 1.114 0.973
H -1.885 2.261 -0.067
H 1.022 -1.873 -1.439
H -0.190 0.658 -1.704
H 0.554 -2.673 0.106
H 1.897 -0.015 -0.390
H 1.491 -0.733 1.227
H -1.657 -0.032 -1.208
H 1.809 1.904 1.555
```

Its charge is +1. For the HOMO-LUMO gap, the calculation gives 7.71 eV.

Atomic partial charges in e from the Mulliken method, atoms 1 to 8: -0.691 -0.192 0.378 -0.510 -0.883 0.186 -0.638 -0.518

***

Which one is most stable, and which one is least stable? *b* is the most stable of them, while *a* is the least stable.

***

*a*
C5H10NO2 as an isolated structure. Source: the OMol25 dataset; level of theory: wB97M-V/def2-TZVPD.

XYZ file:
```
18
C5H10NO2 | the OMol25 dataset | wB97M-V/def2-TZVPD
O 0.069 1.150 -0.574
O -3.794 -0.578 0.187
N 1.143 -1.126 -0.673
C -2.795 -0.129 -0.287
C 0.175 2.112 0.542
C 2.044 -0.941 0.448
C -1.437 -0.765 -0.285
C -0.345 -0.041 -0.390
H 0.823 -2.007 -0.815
H 1.426 -0.710 -1.521
H 3.011 -0.846 0.090
H 2.029 -1.821 1.175
H 0.540 2.997 -0.064
H -2.851 0.724 -0.889
H -0.908 2.161 0.802
H 0.843 1.736 1.363
H 1.652 -0.122 1.150
H -1.627 -1.795 -0.259
```

Its charge is +1. For the HOMO-LUMO gap, the calculation gives 9.93 eV.

Atomic partial charges in e from the Mulliken method, atoms 1 to 8: -0.331 -0.394 -0.297 -0.171 -0.538 -0.552 -0.473 0.755

***

*b*
An isolated ion of composition C5H10NO2 and charge +1. Source: the OMol25 dataset; level of theory: wB97M-V/def2-TZVPD.

XYZ file:
```
18
C5H10NO2 | the OMol25 dataset | wB97M-V/def2-TZVPD
O -1.293 -1.225 1.656
O -1.276 1.022 1.745
N -1.163 1.147 -0.830
C -0.958 -0.172 1.219
C -0.400 -0.015 -0.195
C 1.701 -0.365 -1.613
C 1.066 0.248 -0.389
C 2.822 -1.057 -1.556
H -2.120 1.234 -0.464
H 3.373 -1.480 -2.386
H -1.085 1.156 -1.849
H 1.552 1.217 -0.217
H 1.647 -0.129 0.440
H -0.670 1.990 -0.526
H -1.602 0.998 2.658
H 1.179 -0.315 -2.570
H 3.311 -1.251 -0.605
H -0.597 -0.913 -0.758
```

Its charge is +1. For the HOMO-LUMO gap, the calculation gives 10.01 eV. Its SMILES is C=CC[C@H]([NH3+])C(=O)O.

Atomic partial charges in e from the Mulliken method, atoms 1 to 8: -0.435 -0.472 -0.362 0.063 0.372 -0.038 -0.814 -0.854

***

Which one is most stable, and which one is least stable? *b* is the most stable of them, while *a* is the least stable.